{
  "formula": "C2F4N2S",
  "method": "the ωB97M-V functional and the def2-TZVPD basis",
  "gap_ev": 8.59,
  "lumo_energy_ev": -1.3274,
  "e_above_lowest_kj_mol": 128.3,
  "symbols": ["C", "C", "N", "N", "F", "F", "F", "F", "S"],
  "xyz": [[-2.4173, -0.0349, -0.4571], [1.4909, 0.4985, 0.0163], [-3.3354, 0.3030, -1.0846], [-1.3047, -0.6315, -0.1102], [2.3494, -0.4149, -0.1518], [1.7699, 1.3138, 1.1035], [1.2875, 1.3110, -1.0120], [0.4672, -1.9099, 0.7298], [-0.3076, -0.4350, 0.9663]],
  "mulliken_charge": [0.39, 0.66, -0.41, -0.17, -0.16, -0.25, -0.17, -0.26, 0.37]
}